Entry i
{
  "formula": "C30H46Cl2N3O6SbSi3V",
  "method": "ωB97M-V with the def2-TZVPD basis set",
  "symbols": ["Sb", "V", "Cl", "Cl", "Si", "Si", "Si", "O", "O", "O", "O", "O", "O", "N", "N", "N", "C", "C", "C", "C", "C", "C", "C", "C", "C", "C", "C", "C", "C", "C", "C", "C", "C", "C", "C", "C", "C", "C", "C", "C", "C", "C", "C", "C", "C", "C", "H", "H", "H", "H", "H", "H", "H", "H", "H", "H", "H", "H", "H", "H", "H", "H", "H", "H", "H", "H", "H", "H", "H", "H", "H", "H", "H", "H", "H", "H", "H", "H", "H", "H", "H", "H", "H", "H", "H", "H", "H", "H", "H", "H", "H", "H"],
  "coordinates": [[1.430, -0.003, 0.721], [-0.969, -0.176, -0.723], [1.442, 2.971, -7.311], [3.081, -1.262, -4.417], [3.494, -1.205, -0.202], [2.304, 2.350, 1.157], [1.064, -1.244, 2.926], [-0.712, 1.591, -1.554], [1.444, -0.027, -2.289], [-0.913, -1.925, -0.003], [-1.569, 0.754, 0.801], [-0.604, -3.691, -1.330], [-1.075, -0.877, -2.452], [-3.292, -2.883, 0.889], [-2.999, -0.148, -0.901], [-3.687, 0.619, 0.033], [-3.757, -0.934, -1.635], [-1.910, -1.663, -3.051], [-5.025, 3.123, 3.166], [-1.337, -2.435, -4.189], [4.512, -0.021, -1.233], [2.637, 3.116, -0.516], [0.522, 1.738, -3.589], [2.308, -0.728, 4.231], [1.375, 2.087, -5.815], [-1.216, -3.129, -0.451], [-4.619, 2.328, 2.109], [-4.116, 3.501, 4.148], [0.577, 2.487, -4.800], [-0.402, 2.160, -2.628], [2.151, 0.195, -4.533], [4.584, -1.675, 1.262], [3.888, 2.254, 2.154], [-0.667, -0.923, 3.561], [-2.387, 2.287, 3.006], [1.372, 0.586, -3.366], [2.157, 0.910, -5.685], [-2.851, 1.057, 0.899], [-2.340, -3.819, 0.302], [-5.233, -0.978, -1.394], [-2.797, 3.082, 4.066], [1.243, -3.070, 2.525], [2.918, -2.733, -1.094], [1.003, 3.332, 2.071], [-3.220, -1.747, -2.661], [-3.293, 1.905, 2.026], [3.760, -3.188, -1.624], [5.498, -2.143, 0.885], [2.287, -3.371, 2.424], [-0.941, -1.667, 4.313], [3.918, 0.473, -1.999], [2.184, -1.327, 5.137], [4.648, 1.679, 1.622], [-0.928, 3.101, -2.836], [-5.659, 0.023, -1.449], [-1.391, -0.966, 2.746], [5.313, -0.574, -1.732], [3.458, 2.617, -1.032], [2.764, 0.577, -6.516], [4.977, 0.735, -0.596], [1.756, 3.050, -1.158], [-2.086, 3.379, 4.826], [-5.315, 2.027, 1.338], [2.163, 0.321, 4.503], [-0.655, -3.177, -3.769], [2.895, 4.173, -0.400], [4.291, 3.255, 2.332], [-2.112, -2.932, -4.769], [-1.361, 1.961, 2.923], [-5.407, -1.352, -0.385], [-5.715, -1.631, -2.117], [-1.842, -4.472, 1.033], [2.143, -2.488, -1.819], [4.108, -2.385, 1.939], [2.516, -3.466, -0.393], [4.878, -0.797, 1.841], [0.047, 3.281, 1.546], [0.735, -3.315, 1.591], [1.291, 4.382, 2.157], [-3.892, -2.385, -3.214], [-3.877, -3.355, 1.566], [-0.747, 0.064, 4.020], [0.799, -3.670, 3.324], [-0.753, -1.771, -4.828], [-2.843, -4.465, -0.417], [-2.794, -2.149, 1.378], [-4.438, 4.123, 4.973], [-0.045, 3.367, -4.908], [0.855, 2.939, 3.080], [3.334, -0.847, 3.880], [-6.055, 3.452, 3.227], [3.723, 1.778, 3.123]],
  "lowdin_charge": [1.10, 0.93, 0.65, 0.73, 0.35, 0.33, 0.35, -0.13, -0.14, -0.22, -0.24, 0.09, -0.13, 0.03, -0.03, 0.12, -0.28, -0.39, -0.08, 0.02, -0.22, -0.20, -0.13, -0.22, -0.68, -0.59, -0.02, -0.09, -0.07, -0.15, -0.56, -0.22, -0.21, -0.20, -0.04, -0.40, -0.12, -0.39, -0.17, -0.02, -0.07, -0.20, -0.22, -0.22, 0.01, -0.13, 0.04, 0.04, 0.01, 0.04, 0.00, 0.03, 0.01, 0.14, 0.08, 0.00, 0.04, 0.02, 0.11, 0.02, 0.02, 0.10, 0.11, 0.02, 0.09, 0.04, 0.04, 0.09, 0.08, 0.08, 0.08, 0.12, 0.00, 0.00, 0.03, 0.02, 0.02, 0.01, 0.04, 0.11, 0.08, 0.02, 0.04, 0.09, 0.12, 0.05, 0.10, 0.12, 0.03, 0.01, 0.10, 0.02],
  "s_squared": 0.774,
  "homo_lumo_gap_ev": [6.64, 7.23],
  "homo_energy_ev": [-7.8, -7.8],
  "molar_mass_g_mol": 872.58,
  "spin_multiplicity": 2
}

***

Entry ii
{
  "formula": "C30H46Cl2N3O6SbSi3V",
  "method": "ωB97M-V with the def2-TZVPD basis set",
  "symbols": ["Sb", "V", "Cl", "Cl", "Si", "Si", "Si", "O", "O", "O", "O", "O", "O", "N", "N", "N", "C", "C", "C", "C", "C", "C", "C", "C", "C", "C", "C", "C", "C", "C", "C", "C", "C", "C", "C", "C", "C", "C", "C", "C", "C", "C", "C", "C", "C", "C", "H", "H", "H", "H", "H", "H", "H", "H", "H", "H", "H", "H", "H", "H", "H", "H", "H", "H", "H", "H", "H", "H", "H", "H", "H", "H", "H", "H", "H", "H", "H", "H", "H", "H", "H", "H", "H", "H", "H", "H", "H", "H", "H", "H", "H", "H"],
  "coordinates": [[1.754, -0.261, 0.576], [-0.394, -0.476, -1.133], [-6.902, -3.258, 2.040], [-1.624, -3.874, 1.160], [1.349, -1.701, 2.629], [4.017, -0.776, -0.491], [2.033, 2.125, 1.451], [-1.899, -1.312, -0.256], [0.994, -4.200, -1.994], [-0.840, 0.867, 0.287], [1.185, -0.282, -2.434], [0.500, -2.301, -0.933], [-3.684, 0.020, -2.137], [-1.247, -1.557, -2.744], [-1.753, 2.122, -1.365], [-0.974, 1.224, -2.086], [1.135, 0.090, -3.651], [3.974, -2.357, -1.483], [-2.696, 1.844, 2.123], [-4.266, -1.182, -0.154], [-0.962, -2.996, -2.656], [-1.634, 1.816, -0.115], [0.300, -3.219, -1.827], [1.808, 3.277, -0.006], [2.289, -0.344, -4.510], [0.106, 0.865, -4.177], [3.754, 2.357, 2.162], [-3.549, 2.408, 3.061], [-3.022, -1.803, 0.123], [-3.158, 3.662, 0.613], [-4.201, 3.600, 2.779], [-5.435, -2.715, 1.281], [4.411, 0.719, -1.559], [-4.003, 4.225, 1.554], [-0.836, 1.525, -3.364], [-3.080, -2.972, 0.915], [-4.413, -0.137, -1.176], [2.557, -1.152, 3.955], [-0.404, -1.347, 3.182], [0.775, 2.454, 2.795], [-4.253, -3.415, 1.487], [-5.443, -1.609, 0.461], [5.293, -0.936, 0.873], [1.635, -3.481, 2.144], [-2.497, 2.470, 0.897], [-1.651, 2.634, -3.952], [-1.501, 2.687, -5.027], [-4.244, -4.305, 2.102], [0.797, 1.689, 3.572], [5.193, 0.460, -2.278], [6.274, -1.106, 0.420], [0.154, 1.139, -5.220], [2.608, 3.126, -0.734], [-2.184, 0.913, 2.327], [-3.708, 1.914, 4.010], [-0.941, -1.158, -3.630], [3.999, 1.614, 2.922], [1.857, 4.316, 0.332], [-5.282, 0.533, -1.027], [1.009, 3.412, 3.268], [-0.777, -2.173, 3.793], [-4.865, 4.042, 3.510], [1.103, -4.146, 2.829], [2.434, -1.419, -4.401], [-1.079, -1.226, 2.333], [5.070, -1.798, 1.504], [-0.438, -0.435, 3.782], [3.593, -1.342, 3.672], [4.780, 1.548, -0.954], [2.972, -2.705, -1.723], [4.531, -2.219, -2.413], [-1.773, -3.488, -2.113], [-1.369, 3.585, -3.499], [-0.239, 2.504, 2.398], [-0.875, -3.462, -3.636], [3.809, 3.342, 2.634], [4.521, 2.318, 1.388], [-2.240, -1.342, -2.652], [-4.511, 5.155, 1.331], [1.293, -3.676, 1.127], [2.451, -0.088, 4.175], [4.468, -3.151, -0.919], [2.141, -0.092, -5.557], [-2.705, 2.480, -3.719], [-6.369, -1.084, 0.267], [2.353, -1.702, 4.878], [3.536, 1.063, -2.112], [-3.005, 4.134, -0.348], [5.363, -0.051, 1.505], [3.199, 0.143, -4.154], [2.699, -3.722, 2.203], [0.853, 3.129, -0.511]],
  "lowdin_charge": [1.17, 0.87, 0.65, 0.79, 0.35, 0.37, 0.35, -0.18, 0.06, -0.26, -0.18, -0.27, 0.03, 0.00, 0.11, -0.04, -0.44, -0.19, -0.04, -0.11, -0.09, -0.45, -0.64, -0.20, 0.01, -0.02, -0.22, -0.07, -0.36, -0.02, -0.09, -0.67, -0.22, -0.08, -0.29, -0.55, -0.18, -0.22, -0.22, -0.19, -0.12, -0.07, -0.22, -0.23, -0.15, -0.02, 0.08, 0.11, 0.02, 0.04, 0.04, 0.11, 0.02, 0.10, 0.10, 0.09, 0.02, 0.04, 0.13, 0.04, 0.04, 0.10, 0.03, 0.09, 0.00, 0.02, 0.02, 0.02, 0.02, 0.00, 0.03, 0.13, 0.09, 0.01, 0.13, 0.03, 0.01, 0.08, 0.10, 0.00, 0.01, 0.04, 0.08, 0.08, 0.11, 0.04, 0.01, 0.11, 0.01, 0.08, 0.03, 0.02],
  "s_squared": 0.893,
  "homo_lumo_gap_ev": [6.63, 7.74],
  "homo_energy_ev": [-7.8, -7.8],
  "molar_mass_g_mol": 872.58,
  "spin_multiplicity": 2
}

***

Which is less stable than every other structure shown? entry i is.